Computed, not measured: a structure of composition C9H20FeN2S5Se3Te, with the ωB97M-V functional and the def2-TZVPD basis.

Results
E_LUMO (spin up / spin down), hartree: -0.100 / -0.174
Multiplicity: 6
Kohn-Sham gap (spin up / spin down), eV: 7.2 / 5.4
<S²>: 8.77
ΔE to the lowest compared entry with this formula, charge and spin, kcal per mole: 0.9
E_HOMO (spin up / spin down), eV: -9.88 / -10.09
Net charge: +1

Each line ends with the Mulliken charge.
Element x y z (Å)
Fe1 -0.01 -0.44 -0.83  0.734
C1 -1.49 1.52 2.09  -0.420
C2 -2.26 2.23 0.99  -0.933
S1 -1.70 1.89 -0.70  -0.003
C3 -0.42 3.14 -0.96  -0.654
C4 0.85 3.00 -0.13  -0.703
S2 1.68 1.41 -0.43  0.090
C5 2.30 1.03 1.23  -0.279
C6 2.79 -0.41 1.34  -0.889
S3 1.57 -1.70 0.97  0.036
C7 0.69 -1.93 2.53  -0.905
C8 -0.18 -0.77 2.98  -0.709
S4 -1.30 -0.23 1.66  0.019
H1 -2.04 1.59 3.03  0.467
H2 -0.50 1.95 2.24  0.077
H3 -2.26 3.31 1.17  0.451
H4 -3.30 1.90 1.00  0.442
H5 -0.86 4.13 -0.80  0.494
H6 -0.19 3.07 -2.02  0.158
H7 0.63 3.09 0.94  0.378
H8 1.54 3.80 -0.39  0.505
H9 1.50 1.24 1.95  -0.172
H10 3.13 1.71 1.45  0.484
H11 3.20 -0.59 2.33  0.491
H12 3.59 -0.58 0.62  0.418
H13 1.40 -2.19 3.31  0.509
H14 0.08 -2.82 2.35  0.391
H15 0.42 0.09 3.29  0.391
H16 -0.78 -1.07 3.84  0.521
Se1 2.16 -1.58 -2.12  -0.287
Se2 2.98 -0.05 -3.60  -0.104
Te1 0.97 1.20 -4.42  0.172
Se3 -0.86 0.09 -3.32  -0.377
N1 -0.61 -3.47 -3.21  -0.240
C9 -1.56 -3.24 -2.32  0.679
N2 -2.82 -3.53 -2.64  -0.405
S5 -1.24 -2.66 -0.74  -0.464
H17 -0.83 -3.70 -4.16  0.218
H18 0.32 -3.09 -3.03  0.008
H19 -3.07 -3.94 -3.53  0.196
H20 -3.54 -3.39 -1.95  0.213



Computed, not measured: a structure of composition C9H20IN3O3Si2, with the ωB97M-V functional and the def2-TZVPD basis.

Results
E_LUMO, hartree: 0.014
Kohn-Sham gap, eV: 8.8
E_HOMO, eV: -8.41

Each line ends with the Mulliken charge.
Element x y z (Å)
C1 0.25 -1.62 -3.00  -0.631
C2 0.91 -1.60 -1.76  -0.223
C3 0.11 -1.99 -0.41  -0.236
Si1 -0.45 -0.29 0.33  0.311
C4 -0.92 -0.39 2.19  -0.424
C5 0.30 -0.14 3.20  0.155
O1 0.03 0.41 4.30  -0.507
I1 2.37 -0.68 2.75  0.019
O2 0.87 0.80 -0.01  0.060
Si2 0.51 2.43 0.46  0.304
N1 2.07 3.29 0.58  -0.473
C6 2.03 4.29 1.44  0.774
C7 3.44 4.75 2.08  -1.064
C8 0.74 5.12 1.87  -1.109
H1 -0.77 -2.14 -3.07  0.191
H2 0.75 -1.06 -3.87  0.233
H3 2.01 -1.28 -1.65  0.265
H4 -0.76 -2.70 -0.60  0.182
H5 0.83 -2.48 0.36  0.293
H6 -1.68 0.06 -0.40  -0.192
H7 -1.30 -1.46 2.39  0.369
H8 -1.81 0.30 2.39  0.317
H9 -0.06 2.35 1.83  -0.203
H10 -0.45 3.09 -0.42  -0.155
H11 3.48 4.58 3.21  0.278
H12 3.60 5.88 1.92  0.296
H13 4.33 4.22 1.61  0.291
H14 0.08 4.61 2.65  0.312
H15 0.16 5.47 0.95  0.319
H16 1.13 6.09 2.37  0.304
C9 -2.47 -4.62 -2.70  0.566
O3 -1.86 -3.75 -2.10  -0.591
N2 -1.85 -5.51 -3.52  -0.392
N3 -3.81 -4.77 -2.62  -0.409
H17 -2.33 -6.23 -4.03  0.165
H18 -0.85 -5.43 -3.61  0.224
H19 -4.31 -4.13 -2.02  0.218
H20 -4.33 -5.47 -3.11  0.161



Computed, not measured: a structure of composition C9H20N4, with the ωB97M-V functional and the def2-TZVPD basis.

Results
E_LUMO, hartree: 0.023
Kohn-Sham gap, eV: 9.0
ΔE to the lowest compared entry with this formula, charge and spin, kcal per mole: 178.0
E_HOMO, eV: -8.43

Each line ends with the Mulliken charge.
Element x y z (Å)
C1 3.18 -0.06 0.35  0.569
C2 1.53 -1.54 -0.53  -1.061
C3 0.02 -0.72 -0.39  0.448
C4 -0.94 -1.84 -0.62  -0.832
C5 -2.00 -1.69 0.49  -0.987
C6 -2.75 -0.27 0.47  -0.702
C7 -2.04 1.08 0.99  -0.825
C8 -1.77 1.89 -0.19  -0.210
C9 -0.30 1.80 -0.51  -1.320
H1 3.90 1.95 -0.82  0.304
H2 4.49 1.49 1.07  0.246
H3 3.33 0.02 2.16  0.195
H4 1.84 0.38 -1.21  0.616
H5 1.51 -2.50 -1.34  0.271
H6 1.87 -1.96 0.45  0.453
H7 -0.11 -0.40 0.69  0.043
H8 -0.90 -2.12 -1.79  0.300
H9 -0.21 -2.82 -0.41  0.302
H10 -1.74 -1.97 1.54  0.365
H11 -2.85 -2.33 0.38  0.500
H12 -2.98 0.03 -0.54  0.288
H13 -3.53 -0.53 1.17  0.448
H14 -2.89 1.34 1.68  0.376
H15 -1.06 1.02 1.52  0.403
H16 -2.40 1.64 -1.30  0.278
H17 -2.08 2.94 0.21  0.257
H18 0.28 1.71 0.28  0.695
H19 -0.17 2.59 -1.31  0.307
H20 -0.40 0.21 -2.09  0.321
N1 3.71 1.21 0.24  -0.556
N2 2.93 -0.74 1.38  -0.722
N3 2.48 -0.41 -0.88  -0.630
N4 0.04 0.61 -1.15  -0.141



Computed, not measured: the ion C9H20N4 with charge +2, with the ωB97M-V functional and the def2-TZVPD basis.

Results
E_LUMO, hartree: -0.315
Kohn-Sham gap, eV: 7.8
ΔE to the lowest compared entry with this formula, charge and spin, kcal per mole: 55.2
E_HOMO, eV: -16.40
Net charge: +2

Each line ends with the Mulliken charge.
Element x y z (Å)
C1 3.68 -1.09 -0.45  0.137
C2 -2.44 0.98 -0.62  -0.465
C3 -2.16 -1.22 0.71  -0.826
C4 -1.06 1.33 -0.17  -0.998
C5 -0.76 -0.74 1.09  -1.112
C6 -2.94 -0.36 -0.26  0.566
C7 -0.07 0.17 0.08  0.364
C8 -4.08 -1.02 -0.89  -1.327
C9 4.47 0.78 0.92  -0.988
N1 2.75 -1.64 -1.18  -0.191
N2 3.46 0.15 -0.02  0.043
N3 2.25 0.71 -0.42  -0.395
N4 1.21 0.66 0.55  -0.046
H1 4.63 -1.58 -0.63  0.407
H2 -3.18 1.76 -0.22  0.449
H3 -2.46 1.19 -1.73  0.429
H4 -2.80 -1.38 1.61  0.554
H5 2.75 -2.53 -1.61  0.214
H6 -0.81 2.10 -0.90  0.265
H7 -1.15 1.75 0.82  0.432
H8 -0.71 -0.21 2.05  0.365
H9 -0.03 -1.61 1.08  0.244
H10 -2.22 -2.18 0.32  0.586
H11 0.16 -0.48 -0.85  0.066
H12 -4.05 -1.69 -1.67  0.391
H13 -4.76 -0.15 -1.19  0.365
H14 -4.62 -1.56 -0.13  0.430
H15 4.94 1.55 0.36  0.371
H16 4.09 1.05 1.79  0.405
H17 5.24 0.06 1.27  0.364
H18 1.04 1.43 1.28  0.334
H19 2.35 1.66 -0.87  0.277
H20 1.98 -0.99 -1.47  0.289



Computed, not measured: a structure of composition C9H20NO4S2, with the ωB97M-V functional and the def2-TZVPD basis.

Results
E_LUMO, hartree: 0.110
Kohn-Sham gap, eV: 8.3
E_HOMO, eV: -5.31
Net charge: -1

Each line ends with the Mulliken charge.
Element x y z (Å)
C1 3.45 -1.93 0.57  -1.164
C2 4.18 -0.65 0.16  -0.456
C3 3.37 0.32 -0.71  -0.657
C4 2.00 0.72 -0.16  -0.167
C5 1.01 1.17 -1.24  -1.092
C6 -0.45 1.03 -0.82  -0.327
C7 -0.85 1.99 0.29  -0.606
C8 -2.22 1.72 0.92  -0.844
C9 -2.29 0.38 1.68  -0.783
S1 -3.45 -0.81 1.02  0.977
O1 -4.78 -0.28 1.29  -0.683
O2 -3.16 -2.07 1.68  -0.690
N1 -3.08 -0.80 -0.51  -0.204
S2 -3.47 -1.99 -1.47  0.746
O3 -2.36 -2.89 -1.69  -0.637
O4 -4.14 -1.49 -2.65  -0.649
H1 4.12 -2.60 1.10  0.376
H2 3.06 -2.45 -0.30  0.295
H3 2.61 -1.73 1.23  0.292
H4 4.54 -0.13 1.06  0.275
H5 5.08 -0.93 -0.40  0.341
H6 3.25 -0.13 -1.70  0.399
H7 3.98 1.22 -0.86  0.289
H8 2.14 1.53 0.57  0.230
H9 1.55 -0.11 0.39  0.078
H10 1.18 0.58 -2.14  0.438
H11 1.21 2.21 -1.52  0.311
H12 -1.11 1.19 -1.69  0.461
H13 -0.64 -0.01 -0.52  0.209
H14 -0.85 3.01 -0.10  0.361
H15 -0.10 1.97 1.09  0.246
H16 -2.44 2.53 1.63  0.346
H17 -3.00 1.75 0.16  0.415
H18 -2.66 0.52 2.69  0.455
H19 -1.33 -0.12 1.73  0.294
H20 -4.39 -2.70 -0.78  0.127



Computed, not measured: a cluster of 2 separate species, C9H20NO8S2 in total, with the ωB97M-V functional and the def2-TZVPD basis.

Results
E_LUMO, hartree: 0.076
Kohn-Sham gap, eV: 8.1
ΔE to the lowest compared entry with this formula, charge and spin, kcal per mole: 0.0
E_HOMO, eV: -6.01
Net charge: -1

Each line ends with the Mulliken charge.
Element x y z (Å)
C1 1.51 -0.70 2.66  -0.373
C2 2.46 0.60 2.95  -0.409
O1 2.62 1.52 1.81  -0.394
C3 1.34 1.92 1.22  0.041
S1 0.18 2.81 2.43  0.934
O2 1.06 3.92 3.12  -0.666
O3 -0.93 3.62 1.66  -0.613
N1 -0.47 1.79 3.68  -0.408
S2 -2.21 1.68 3.61  0.944
O4 -2.70 0.71 4.75  -0.659
O5 -2.88 3.07 3.93  -0.632
C4 -2.90 1.08 1.97  -0.588
C5 -2.21 -0.29 1.39  -0.038
O6 -1.39 -0.35 0.31  -0.405
H1 1.58 -1.47 3.57  0.327
H2 0.36 -0.45 2.57  -0.089
H3 1.80 -1.23 1.64  0.163
H4 2.15 1.24 3.89  0.304
H5 3.55 0.18 3.19  0.282
H6 1.60 2.74 0.39  0.331
H7 0.79 1.05 0.62  -0.107
H8 -4.05 0.82 2.16  0.381
H9 -2.84 1.88 1.10  0.320
H10 -2.45 -1.35 1.89  0.312
C6 2.01 -1.65 -2.67  -0.705
O7 0.73 -2.11 -2.25  -0.399
C7 -0.26 -1.08 -2.27  0.015
C8 -1.14 -1.17 -3.52  -0.583
O8 -0.39 -0.92 -4.71  -0.383
C9 -0.02 -2.11 -5.38  -0.727
H11 2.64 -2.51 -2.89  0.266
H12 1.94 -1.03 -3.57  0.321
H13 2.47 -1.07 -1.86  0.260
H14 0.21 -0.09 -2.19  0.207
H15 -0.89 -1.22 -1.39  0.189
H16 -1.92 -0.41 -3.46  0.356
H17 -1.64 -2.15 -3.58  0.349
H18 -0.88 -2.51 -5.93  0.314
H19 0.37 -2.87 -4.70  0.320
H20 0.77 -1.87 -6.11  0.244